1.
A cluster of 9 separate species, H18O9 in total at a distorted geometry. Source: the OMol25 dataset; level of theory: wB97M-V/def2-TZVPD.

Output
- relative energy (zero: lowest compared OMol25 entry of this formula, charge and spin) (eV) = 3.218
- SMILES string = O.O.O.O.O.O.O.O.O
- net charge = 0

Last column: Mulliken charge in e.
Positions of all 27 atoms, in Å:
O 0.715 -0.439 0.308  -0.580
H 1.651 -0.212 0.364  0.295
H 0.280 0.222 0.858  0.302
O 5.137 0.379 0.471  -0.622
H 5.740 1.067 0.774  0.309
H 5.714 -0.362 0.258  0.313
O -2.186 -0.435 -3.019  -0.609
H -2.702 -0.274 -3.817  0.301
H -1.451 0.184 -3.086  0.316
O -2.277 2.299 3.631  -0.644
H -2.963 1.642 3.466  0.327
H -1.755 1.918 4.347  0.318
O 4.808 -2.402 0.587  -0.602
H 4.484 -2.987 1.281  0.301
H 4.463 -2.789 -0.226  0.307
O -3.571 -2.684 0.730  -0.640
H -3.724 -1.763 0.493  0.337
H -2.612 -2.773 0.722  0.341
O -3.714 0.809 -0.140  -0.599
H -2.898 0.756 -0.650  0.304
H -4.358 1.163 -0.764  0.312
O -1.448 -1.472 -0.153  -0.599
H -0.683 -1.985 -0.438  0.285
H -1.472 -0.728 -0.765  0.227
O 1.709 3.933 -1.522  -0.626
H 2.098 3.646 -2.356  0.319
H 1.015 3.286 -1.352  0.307

Atomic forces in eV per Å
0.93 0.50 0.01
0.15 0.04 0.02
-0.12 -0.20 0.06
0.28 0.31 -0.02
-0.14 0.03 -0.06
-0.26 -0.17 0.15
0.12 0.30 0.05
-0.05 -0.08 0.08
0.03 -0.07 -0.13
0.04 -0.16 0.10
0.02 0.06 -0.09
-0.04 0.08 -0.06
-0.08 -0.33 -0.13
0.08 0.12 0.01
0.04 0.04 0.04
-0.54 -0.44 0.40
0.20 -0.09 -0.03
-0.37 0.31 -0.15
0.04 0.06 -0.05
-0.21 -0.02 0.00
0.02 -0.07 0.07
-0.22 -0.10 -0.37
0.03 0.32 0.11
0.02 -0.42 -0.03
-0.09 -0.16 -0.15
0.03 0.07 0.09
0.07 0.09 0.07

---

2.
A cluster of 9 separate species, H18O9 in total at a distorted geometry. Source: the OMol25 dataset; level of theory: wB97M-V/def2-TZVPD.

Output
- relative energy (zero: lowest compared OMol25 entry of this formula, charge and spin) (eV) = 1.273
- spin multiplicity = 2
- net charge = +1

Last column: Mulliken charge in e.
Positions of all 27 atoms, in Å:
O -2.554 -0.872 0.118  -0.585
H -2.266 -0.006 0.407  0.368
H -2.685 -1.364 0.928  0.317
O 1.098 -2.193 -2.280  -0.377
H 1.370 -2.849 -1.638  0.358
H 0.745 -1.475 -1.753  0.363
O 1.308 2.703 1.030  -0.581
H 1.400 3.577 0.651  0.287
H 2.076 2.224 0.719  0.300
O -1.821 1.866 0.810  -0.639
H -2.550 1.842 1.430  0.316
H -1.108 2.282 1.293  0.283
O 0.642 -4.193 -0.046  -0.631
H 1.163 -3.601 0.497  0.331
H -0.128 -4.392 0.487  0.320
O 2.019 1.234 -2.028  -0.562
H 1.310 0.591 -2.030  0.293
H 2.818 0.710 -1.970  0.351
O 0.382 0.647 3.722  -0.620
H -0.009 1.485 3.968  0.313
H 1.033 0.872 3.057  0.319
O 0.126 -0.209 -0.370  -0.490
H -0.171 -0.961 0.143  0.310
H 0.469 0.404 0.281  0.216
O -1.452 0.606 -2.849  -0.344
H -1.108 -0.027 -2.218  0.389
H -2.107 1.102 -2.358  0.396

Atomic forces in eV per Å
0.15 -0.44 -0.40
0.22 0.75 0.16
-0.27 -0.28 0.23
0.09 0.31 -1.00
0.05 -0.97 0.46
-0.35 0.57 0.58
-0.41 -0.50 0.30
-0.01 0.32 -0.14
0.35 0.01 -0.18
-0.17 -0.39 -0.29
-0.37 0.21 0.22
0.49 0.19 0.06
0.22 0.47 -0.48
0.28 -0.09 0.48
-0.32 -0.22 0.08
-0.07 0.31 0.12
-0.19 -0.04 -0.06
0.45 -0.16 -0.07
-0.21 -0.39 -0.22
-0.05 0.25 0.20
0.28 0.23 -0.02
0.36 -0.44 -0.79
-0.57 -0.38 0.27
0.11 0.76 0.15
0.51 0.03 -0.82
0.17 -0.63 0.76
-0.74 0.52 0.40

---

3.
A cluster of 9 separate species, H18O9 in total at a distorted geometry. Source: the OMol25 dataset; level of theory: wB97M-V/def2-TZVPD.

Output
- relative energy (zero: lowest compared OMol25 entry of this formula, charge and spin) (eV) = 0.647
- spin multiplicity = 2
- net charge = +1

Last column: Mulliken charge in e.
Positions of all 27 atoms, in Å:
O 0.537 1.207 2.449  -0.657
H 0.364 2.077 2.088  0.281
H -0.185 1.053 3.058  0.342
O -2.271 0.945 -2.100  -0.578
H -1.525 0.375 -2.287  0.335
H -2.088 1.303 -1.232  0.356
O -0.795 -3.488 1.158  -0.536
H -0.403 -2.828 0.587  0.323
H -1.407 -2.997 1.708  0.354
O 1.934 -3.059 -1.999  -0.589
H 2.098 -2.121 -1.900  0.310
H 2.670 -3.480 -1.556  0.300
O -1.910 2.340 0.426  -0.659
H -1.043 2.745 0.463  0.350
H -2.501 3.004 0.779  0.286
O 0.580 -0.437 0.028  -0.605
H 0.418 0.460 0.320  0.426
H 0.134 -0.498 -0.817  0.255
O -0.588 -1.353 -2.470  -0.670
H -0.285 -1.223 -3.368  0.323
H -0.639 -2.303 -2.368  0.267
O 0.505 3.512 0.123  -0.642
H 1.314 3.067 -0.127  0.307
H 0.797 4.304 0.576  0.320
O 1.594 -1.184 2.314  -0.105
H 1.709 -0.269 2.571  0.426
H 0.984 -1.152 1.577  0.479

Atomic forces in eV per Å
0.33 -0.41 0.05
0.07 0.51 -0.21
-0.39 0.00 0.26
-0.04 0.03 -0.27
-0.07 -0.38 -0.20
-0.21 0.50 0.53
0.43 -0.07 0.24
0.11 0.17 -0.52
-0.49 0.06 0.24
-0.38 0.02 0.07
0.08 0.28 -0.06
0.23 -0.27 0.04
-0.21 -0.63 0.36
0.37 0.44 -0.35
-0.40 0.09 -0.04
0.38 -0.13 0.89
-0.19 0.39 0.32
-0.34 -0.64 -1.01
0.23 0.38 0.36
0.13 0.04 -0.38
-0.03 -0.43 0.06
0.10 -0.32 0.36
0.32 -0.05 -0.33
0.04 0.48 0.08
1.29 -2.16 1.23
0.01 1.98 0.53
-1.36 0.14 -2.25

---

4.
A structure of composition H18O9Sr at a distorted geometry. Source: the OMol25 dataset; level of theory: wB97M-V/def2-TZVPD.

Output
- relative energy (zero: lowest compared OMol25 entry of this formula, charge and spin) (eV) = 1.091
- net charge = +2

Last column: Mulliken charge in e.
Positions of all 28 atoms, in Å:
Sr -0.011 -0.084 0.023  1.628
O -1.715 -2.229 -0.354  -0.459
H -2.319 -2.574 0.268  0.258
H -1.435 -3.017 -0.757  0.279
O -2.313 0.923 -0.537  -0.454
H -2.971 1.542 -0.362  0.255
H -2.541 0.799 -1.473  0.212
O 1.848 1.129 -1.411  -0.502
H 2.767 1.119 -1.137  0.296
H 1.936 1.074 -2.382  0.255
O 0.379 -1.989 1.806  -0.550
H 0.723 -1.567 2.586  0.295
H -0.297 -2.654 2.022  0.287
O 1.645 -1.976 -0.844  -0.583
H 2.449 -1.911 -0.248  0.336
H 1.860 -2.001 -1.767  0.277
O -0.579 -0.198 -2.694  -0.518
H -1.497 -0.229 -3.009  0.256
H -0.041 -0.785 -3.201  0.279
O 1.888 1.201 1.635  -0.502
H 2.451 1.729 1.065  0.301
H 2.423 0.816 2.312  0.263
O -1.092 0.463 2.320  -0.451
H -1.655 -0.030 2.879  0.258
H -1.446 1.327 2.409  0.227
O -0.098 2.728 0.002  -0.511
H -0.468 3.603 -0.086  0.267
H 0.121 2.789 0.943  0.302

Atomic forces in eV per Å
-0.21 0.07 -0.33
0.56 1.93 -0.02
-1.52 -0.17 1.32
1.00 -1.65 -1.35
0.96 -1.65 -1.63
-1.73 1.99 1.44
0.42 -0.40 0.17
0.26 -0.38 -0.75
0.34 0.07 0.15
-0.38 0.24 0.44
-0.32 -0.06 -0.97
-0.08 -0.24 0.92
0.61 0.35 0.27
0.24 0.53 2.08
-1.11 -0.47 -1.61
0.94 -0.17 -0.50
-0.67 0.83 1.24
0.65 -0.35 -0.34
0.11 -0.67 -0.93
-1.14 -0.11 -1.07
0.30 0.25 0.17
0.74 -0.15 0.78
1.15 -0.18 -0.99
-0.90 -1.26 1.04
-0.39 1.60 0.08
0.18 -0.22 1.18
-0.43 0.56 -0.86
0.42 -0.28 0.08